[1]
{
  "formula": "CH3NOP2",
  "method": "ωB97M-V/def2-TZVPD",
  "symbols": ["P", "P", "O", "N", "C", "H", "H", "H"],
  "positions_angstrom": [[2.33850, 0.29371, 0.03096], [-0.49884, 1.26540, 0.02189], [-2.81118, -0.90064, -0.53478], [0.76367, 0.36335, 0.18859], [-2.32989, -0.30708, 0.36818], [2.57024, -1.01069, -0.24078], [-2.62668, -0.32008, 1.39151], [2.59419, 0.61602, -1.22556]],
  "forces_ev_per_a": [[2.7, 0.5, 2.5], [-0.8, -2.0, 0.1], [0.1, 0.1, 0.3], [-4.0, 0.6, -0.2], [2.2, 1.8, -1.6], [0.1, -1.6, -0.1], [-0.6, -0.4, 1.3], [0.3, 1.0, -2.3]],
  "lowdin_charge": [0.618, 0.805, -0.019, -0.836, -0.300, -0.141, 0.027, -0.153],
  "orbital_gap_ev": 6.912,
  "mol_weight_g_mol": 106.99,
  "total_charge": 0,
  "total_energy_ev": -23197.2845,
  "max_force_ha_per_bohr": 0.078,
  "lumo_ha": -0.032
}

---

[2]
{
  "formula": "CH3NOP2S",
  "method": "ωB97M-V/def2-TZVPD",
  "symbols": ["S", "P", "P", "O", "N", "C", "H", "H", "H"],
  "positions_angstrom": [[3.84895, -0.29010, 0.27307], [-0.22447, -0.97562, 0.43097], [3.42583, 1.49190, -0.26466], [0.11368, -1.81079, -0.72630], [-1.75212, -0.45965, 0.20891], [-2.95086, -0.19001, -0.02876], [4.56545, 2.22961, 0.31324], [-3.26915, 0.75974, -0.71913], [-3.75731, -0.75509, 0.51267]],
  "forces_ev_per_a": [[0.0, -0.2, 0.0], [0.2, 0.3, 0.2], [0.6, 0.4, 0.3], [0.3, -0.5, -0.3], [-1.1, 0.3, -0.4], [-0.6, 1.7, -0.3], [-0.6, -0.2, -0.3], [0.7, -2.3, 1.6], [0.5, 0.5, -0.8]],
  "lowdin_charge": [-0.018, 0.679, 0.207, -0.511, -0.276, -0.093, -0.193, 0.124, 0.082],
  "orbital_gap_ev": 7.435,
  "mol_weight_g_mol": 139.06,
  "total_charge": 0,
  "total_energy_ev": -34034.3329,
  "max_force_ha_per_bohr": 0.056,
  "lumo_ha": -0.050
}

---

[3]
{
  "formula": "CH3NOP2S",
  "method": "ωB97M-V/def2-TZVPD",
  "symbols": ["S", "P", "P", "O", "N", "C", "H", "H", "H"],
  "positions_angstrom": [[-2.58649, 0.88645, 0.27715], [-2.26734, -1.16420, -0.20914], [0.51032, -0.78048, 1.15612], [-0.98459, -1.53172, 0.79515], [-1.05513, 1.61886, 0.69435], [0.04316, 1.03109, 0.95115], [0.96265, -0.56603, -0.30340], [-1.53726, -0.52199, -1.35456], [0.78997, 1.82397, 0.94992]],
  "forces_ev_per_a": [[0.1, 0.5, 1.4], [1.7, 1.6, -0.8], [-1.4, 0.8, -2.9], [0.8, 0.3, 0.3], [-1.0, -0.7, -0.8], [-0.8, 0.3, -0.2], [-0.1, -0.7, 1.7], [-0.2, -1.4, 0.7], [0.9, -0.5, 0.6]],
  "lowdin_charge": [0.442, 0.553, 0.884, -0.899, -0.420, -0.523, -0.013, -0.086, 0.062],
  "orbital_gap_ev": 8.490,
  "mol_weight_g_mol": 139.06,
  "total_charge": 0,
  "total_energy_ev": -34034.6330,
  "max_force_ha_per_bohr": 0.065,
  "lumo_ha": -0.004
}

---

Quick rundown of highest occupied orbital energy, same order as above: -0.2864 -0.3235 -0.3157 Eh